Density functional theory data (ωB97M-V/def2-TZVPD) for 5 unconnected molecules or ions with the total composition C29H28N2O11S.

The geometry in ORCA input format:
```
! RIJCOSX wB97M-V def2-TZVPD def2/J DEFGRID3
* xyz 0 1
C -3.488 3.336 -0.368
O -2.489 3.450 -1.362
C -1.197 3.065 -0.924
C -1.014 1.548 -0.914
C 0.019 1.050 0.091
N -0.223 1.542 1.466
S 1.177 1.897 2.381
C -1.133 0.704 2.191
O -0.879 -0.354 2.661
O -2.385 1.269 2.206
N -2.851 1.368 3.572
H -3.040 3.214 0.623
H -4.100 4.241 -0.384
H -4.141 2.475 -0.549
H -0.499 3.534 -1.620
H -0.998 3.471 0.076
H -1.980 1.067 -0.731
H -0.684 1.210 -1.899
H 1.023 1.352 -0.207
H 0.009 -0.044 0.092
H 0.774 3.105 2.807
H -3.860 1.339 3.461
H -2.598 2.324 3.825
C -3.390 6.733 2.059
C -3.003 5.538 2.493
C -1.765 5.373 3.292
O -1.407 4.280 3.687
C -0.972 6.588 3.598
C -1.360 7.785 3.168
C -2.599 7.954 2.365
O -2.952 9.046 1.978
H -4.283 6.881 1.465
H -3.558 4.632 2.287
H -0.075 6.437 4.184
H -0.803 8.690 3.376
C 1.065 -3.538 -2.045
C 0.508 -4.745 -2.052
C -0.966 -4.912 -2.047
O -1.478 -6.011 -2.032
C -1.799 -3.679 -2.047
C -1.240 -2.473 -2.040
C 0.236 -2.312 -2.036
O 0.742 -1.207 -2.012
H 2.137 -3.394 -2.035
H 1.095 -5.653 -2.043
H -2.871 -3.829 -2.044
H -1.820 -1.558 -2.032
C 5.704 -0.464 -4.564
C 5.153 -1.673 -4.601
C 3.678 -1.847 -4.616
O 3.179 -2.952 -4.644
C 2.842 -0.621 -4.593
C 3.393 0.588 -4.555
C 4.867 0.764 -4.538
O 5.371 1.866 -4.505
H 6.775 -0.308 -4.550
H 5.739 -2.584 -4.619
H 1.771 -0.774 -4.597
H 2.807 1.498 -4.531
C 1.768 -5.062 2.410
C 1.110 -5.431 3.506
C 0.447 -6.758 3.595
O -0.150 -7.097 4.593
C 0.541 -7.653 2.413
C 1.198 -7.283 1.318
C 1.865 -5.960 1.233
O 2.456 -5.618 0.230
H 2.255 -4.100 2.317
H 1.020 -4.795 4.377
H 0.044 -8.611 2.502
H 1.276 -7.914 0.441
*
```

Kohn-Sham gap: 7.16 eV
Lowest unoccupied orbital energy: -1.909 eV
Calculated total energy: -66857.4429 eV
SMILES: COCCCN(S)C(=O)ON.O=C1C=CC(=O)C=C1.O=C1C=CC(=O)C=C1.O=C1C=CC(=O)C=C1.O=C1C=CC(=O)C=C1

Density functional theory data (ωB97M-V/def2-TZVPD) for 2 unconnected molecules or ions with the total composition C5H13OS at a distorted geometry.

The geometry in ORCA input format:
```
! RIJCOSX wB97M-V def2-TZVPD def2/J DEFGRID3
* xyz -1 1
C -1.568 0.000 -0.423
O -1.642 -0.524 -1.662
C -2.014 1.497 -0.342
C -1.366 2.245 -1.548
H -0.493 -0.063 -0.069
H -2.148 -0.503 0.363
H -1.781 1.932 0.618
H -3.115 1.509 -0.431
H -1.616 3.309 -1.702
H -1.711 1.667 -2.403
H -0.262 2.131 -1.581
C 2.107 0.616 0.752
S 1.897 -1.190 0.571
C 0.588 -1.718 1.744
H 2.230 0.878 1.815
H 1.240 1.150 0.395
H 3.009 0.877 0.187
H 0.525 -2.787 1.603
H 0.826 -1.436 2.811
H -0.406 -1.271 1.472
*
```

Kohn-Sham gap: 5.52 eV
Lowest unoccupied orbital energy: 3.302 eV
Calculated total energy: -18277.5611 eV

Density functional theory data (ωB97M-V/def2-TZVPD) for CH3BrP2 in the gas phase at a distorted geometry.

The geometry in ORCA input format:
```
! RIJCOSX wB97M-V def2-TZVPD def2/J DEFGRID3
* xyz 0 1
C -1.121 -0.102 0.119
P 0.046 -1.246 0.037
P 1.621 0.230 0.468
Br -3.381 -0.774 -0.018
H -1.082 0.974 0.238
H 2.684 -0.284 -0.356
H 1.234 1.201 -0.489
*
```

Kohn-Sham gap: 8.49 eV
Lowest unoccupied orbital energy: -0.985 eV
Calculated total energy: -89702.9651 eV
SMILES: [PH2]#P=CBr

Density functional theory data (ωB97M-V/def2-TZVPD) for 2 unconnected molecules or ions with the total composition Cl2H8Si4 at a distorted geometry.

The geometry in ORCA input format:
```
! RIJCOSX wB97M-V def2-TZVPD def2/J DEFGRID3
* xyz 0 1
Si -2.175 -1.500 -1.138
Si -0.988 0.347 -1.446
Si 1.992 1.690 1.844
Si 2.308 -0.267 0.720
Cl -1.798 1.678 0.026
Cl 3.640 -1.131 2.283
H -3.411 -1.727 -0.389
H -1.219 -2.330 -0.467
H -2.482 -2.261 -2.402
H -1.685 1.045 -2.575
H 0.428 0.543 -1.197
H 1.725 2.441 3.001
H 2.579 2.586 0.780
H 1.086 -1.114 0.959
*
```

Kohn-Sham gap (alpha / beta): 5.66 / 5.66 eV
Lowest unoccupied orbital energy (alpha / beta): -2.246 / -2.244 eV
Calculated total energy: -56681.9150 eV
SMILES: [SiH2]=[SiH]Cl.[SiH3][SiH2]Cl

Density functional theory data (ωB97M-V/def2-TZVPD) for a molecular structure, C3H5CuF6NO4S2 at a distorted geometry.

The geometry in ORCA input format:
```
! RIJCOSX wB97M-V def2-TZVPD def2/J DEFGRID3
* xyz 0 2
Cu -0.414 -0.077 -1.182
C 2.012 1.369 -4.020
H 1.458 0.787 -2.707
H 1.303 2.104 -4.499
H 1.552 0.457 -4.454
H 3.024 1.387 -4.509
H 2.084 1.518 -2.777
F 1.308 -3.726 1.417
C 0.909 -2.507 1.873
F 0.657 -2.593 3.195
F 1.882 -1.608 1.664
S -0.604 -1.932 0.935
O -0.200 -2.013 -0.477
O -1.731 -2.720 1.302
N -0.598 -0.449 1.568
S -1.577 0.666 0.973
O -0.854 1.575 0.059
O -2.902 0.222 0.518
C -1.788 1.684 2.509
F -2.582 1.080 3.417
F -0.575 1.913 3.045
F -2.363 2.863 2.152
*
```

Kohn-Sham gap (alpha / beta): 7.74 / 9.04 eV
Lowest unoccupied orbital energy (alpha / beta): -0.040 / -1.328 eV
Expectation value of S²: 0.75
Calculated total energy: -95480.7862 eV

Density functional theory data (ωB97M-V/def2-TZVPD) for a gas-phase ion, C5H8NO (charge +1) at a distorted geometry.

The geometry in ORCA input format:
```
! RIJCOSX wB97M-V def2-TZVPD def2/J DEFGRID3
* xyz 1 1
C -1.490 -0.545 -1.967
C -1.060 -0.385 -0.770
C 0.934 -0.309 0.893
C 0.544 1.159 1.543
C 0.303 -0.028 -0.439
N 0.162 1.579 0.195
O -0.197 2.623 -0.204
H -2.393 -1.080 -2.195
H -0.817 -0.292 -2.740
H -1.778 -0.785 -0.086
H 1.999 -0.375 0.984
H 0.436 -1.088 1.452
H -0.140 1.112 2.308
H 1.425 1.660 1.866
H 0.854 0.209 -1.287
*
```

Kohn-Sham gap: 8.49 eV
Lowest unoccupied orbital energy: -6.524 eV
Calculated total energy: -8840.2314 eV
SMILES: C=C[C@@H]1CC[N+]1=O

Density functional theory data (ωB97M-V/def2-TZVPD) for 2 unconnected molecules or ions with the total composition C4H7N2 at a distorted geometry.

The geometry in ORCA input format:
```
! RIJCOSX wB97M-V def2-TZVPD def2/J DEFGRID3
* xyz 1 1
C -2.428 -0.541 -0.215
C -2.359 -0.834 0.961
C -0.419 1.896 0.125
C 1.755 -0.977 -0.165
N 0.433 0.998 0.150
N 1.185 0.139 0.466
H -2.281 -0.230 -1.274
H -2.554 -1.230 1.841
H -1.344 1.822 0.520
H -0.248 2.937 -0.192
H 1.360 -1.853 0.466
H 2.825 -0.945 0.149
H 1.555 -0.971 -1.324
*
```

Kohn-Sham gap: 8.89 eV
Lowest unoccupied orbital energy: -5.685 eV
Calculated total energy: -7228.6788 eV

Density functional theory data (ωB97M-V/def2-TZVPD) for a molecular structure, C37H40AsBr2F6N9O4Ti at a distorted geometry.

The geometry in ORCA input format:
```
! RIJCOSX wB97M-V def2-TZVPD def2/J DEFGRID3
* xyz 3 2
Ti -0.242 -0.129 0.689
Br -3.357 4.015 4.897
C -2.627 2.739 3.741
C -2.015 1.593 4.244
C -1.464 0.698 3.354
N -1.502 0.876 2.026
C -2.087 1.988 1.539
C -2.670 2.930 2.362
C -1.936 2.189 0.077
C -2.587 3.201 -0.604
C -2.233 3.471 -1.922
Br -3.062 4.869 -2.849
C -1.255 2.688 -2.528
C -0.717 1.645 -1.807
N -1.037 1.386 -0.533
H -1.962 1.418 5.309
H -0.969 -0.195 3.712
H -3.104 3.838 1.971
H -3.345 3.799 -0.120
H -0.939 2.882 -3.544
H 0.000 0.980 -2.275
C 4.775 -0.293 -0.573
N 3.328 -0.076 -0.560
C 2.886 0.941 -1.506
C 2.471 -0.894 0.051
N 1.169 -1.058 -0.450
C 1.022 -1.626 -1.697
C 2.174 -2.063 -2.399
C 2.132 -2.498 -3.703
C 0.907 -2.619 -4.335
C -0.275 -2.460 -3.594
C -1.445 -2.985 -4.170
C -2.552 -3.205 -3.370
C -2.565 -2.695 -2.094
C -1.527 -1.875 -1.575
N -1.786 -1.153 -0.423
C -3.116 -0.866 -0.177
N -3.971 -0.499 -1.148
C -5.388 -0.867 -1.110
C -3.596 0.115 -2.412
N -3.584 -0.880 1.077
C -4.691 -0.035 1.516
C -3.205 -1.897 2.058
C -0.264 -1.918 -2.264
N 2.830 -1.554 1.141
C 2.218 -2.818 1.546
C 3.847 -1.084 2.080
H 5.101 -0.340 -1.614
H 5.043 -1.230 -0.094
H 5.308 0.529 -0.094
H 2.825 0.543 -2.523
H 3.613 1.750 -1.501
H 1.923 1.343 -1.207
H 3.128 -2.064 -1.893
H 3.045 -2.770 -4.214
H 0.851 -2.935 -5.368
H -1.426 -3.311 -5.202
H -3.398 -3.769 -3.741
H -3.410 -2.914 -1.457
H -5.589 -1.577 -0.314
H -5.641 -1.347 -2.057
H -6.035 0.004 -0.998
H -2.535 0.324 -2.457
H -4.149 1.049 -2.525
H -3.857 -0.535 -3.249
H -5.621 -0.591 1.633
H -4.846 0.791 0.827
H -4.430 0.375 2.492
H -3.865 -2.762 1.969
H -3.321 -1.489 3.060
H -2.185 -2.227 1.920
H 1.388 -3.062 0.890
H 1.854 -2.749 2.568
H 2.963 -3.613 1.494
H 4.194 -0.092 1.815
H 4.690 -1.773 2.130
H 3.389 -1.039 3.070
F -0.137 -1.364 1.902
As -0.482 -4.990 0.944
F 0.140 -4.567 -0.602
F 1.008 -5.698 1.300
F -1.393 -6.374 0.965
F -0.466 -4.179 2.435
F -1.837 -4.010 0.511
O 0.284 3.084 1.196
C 1.243 2.349 1.241
O 1.118 1.017 1.210
C 2.617 2.924 1.237
C 2.880 3.952 0.333
C 4.126 4.551 0.309
C 5.088 4.125 1.209
C 4.842 3.116 2.123
C 3.597 2.509 2.134
N 6.421 4.775 1.194
O 6.534 5.760 0.499
O 7.282 4.256 1.870
H 2.099 4.284 -0.339
H 4.358 5.354 -0.377
H 5.616 2.834 2.824
H 3.367 1.751 2.871
*
```

Kohn-Sham gap (alpha / beta): 6.55 / 5.94 eV
Lowest unoccupied orbital energy (alpha / beta): -9.263 / -10.542 eV
Expectation value of S²: 0.78
Calculated total energy: -300942.5820 eV